{
  "formula": "C20H58N2O8",
  "method": "the ωB97M-V functional and the def2-TZVPD basis",
  "species": ["C", "O", "C", "C", "C", "N", "H", "H", "H", "H", "H", "H", "H", "H", "H", "H", "H", "C", "O", "C", "C", "C", "N", "H", "H", "H", "H", "H", "H", "H", "H", "H", "H", "H", "C", "C", "O", "H", "H", "H", "H", "H", "H", "C", "C", "O", "H", "H", "H", "H", "H", "H", "C", "C", "O", "H", "H", "H", "H", "H", "H", "C", "C", "O", "H", "H", "H", "H", "H", "H", "C", "C", "O", "H", "H", "H", "H", "H", "H", "C", "C", "O", "H", "H", "H", "H", "H", "H"],
  "xyz": [[-4.88803, 1.67984, -2.29801], [-3.94192, 0.67800, -2.71215], [-2.62942, 1.20977, -2.84219], [-1.80581, 0.29916, -3.74288], [-1.79200, -1.12776, -3.26831], [-0.43011, 0.81702, -3.82282], [-5.76851, 1.12839, -2.05510], [-5.08043, 2.43274, -3.06346], [-4.56466, 2.11724, -1.34105], [-2.67430, 2.24704, -3.29395], [-2.18348, 1.24761, -1.82358], [-2.23801, 0.34275, -4.74481], [-1.12894, -1.21593, -2.37308], [-1.23735, -1.76843, -3.97606], [-2.77810, -1.46069, -2.97063], [-0.00182, 0.84092, -2.92455], [-0.44242, 1.79685, -4.16251], [-1.68198, 2.81942, 0.54687], [-1.87084, 1.43927, 0.81386], [-2.64496, 1.14647, 2.00090], [-2.91564, -0.38391, 2.13827], [-1.64220, -1.21838, 2.08284], [-3.82100, -0.90376, 1.09752], [-0.95692, 2.83202, -0.26015], [-1.30839, 3.35858, 1.42126], [-2.62319, 3.21456, 0.14399], [-2.11490, 1.56962, 2.87243], [-3.60561, 1.67968, 1.96378], [-3.44250, -0.53192, 3.08821], [-0.93289, -0.97081, 2.87467], [-1.23736, -1.19834, 1.08290], [-1.87768, -2.26188, 2.28086], [-3.51056, -0.61386, 0.15415], [-4.77206, -0.56969, 1.09081], [0.82394, 2.27810, 3.16398], [0.85941, 1.26137, 4.28507], [1.80334, 1.50690, 5.30880], [0.44900, 3.25697, 3.46273], [0.22025, 1.94372, 2.33193], [1.83272, 2.46143, 2.76588], [1.19098, 0.26414, 3.92156], [-0.14066, 1.12230, 4.68534], [1.71688, 2.42033, 5.61140], [5.06017, 0.37804, -1.95717], [6.05745, -0.60869, -2.54036], [6.76246, -0.09428, -3.65906], [5.60286, 1.24869, -1.63836], [4.51924, -0.09950, -1.14599], [4.37284, 0.68136, -2.73416], [5.70926, -1.58569, -2.86355], [6.90820, -0.74410, -1.83409], [6.09105, 0.09098, -4.34780], [2.77689, -2.18923, 3.90510], [2.72741, -2.48326, 5.41249], [2.45612, -3.82350, 5.73014], [3.09776, -1.16384, 3.75630], [1.80288, -2.22853, 3.40421], [3.46711, -2.87206, 3.39988], [2.07039, -1.84677, 6.01740], [3.74223, -2.33207, 5.78806], [1.70787, -4.12538, 5.21884], [2.39504, 3.43482, -2.86542], [1.70773, 3.72028, -1.52865], [1.80817, 2.65242, -0.61695], [3.50396, 3.40462, -2.86381], [2.10026, 4.17410, -3.59601], [2.08574, 2.43486, -3.23334], [0.66232, 4.03896, -1.76620], [2.25264, 4.54013, -1.04508], [1.25652, 1.91562, -0.93615], [2.07995, -0.61659, 0.77009], [1.20734, -0.80202, -0.49872], [0.37078, 0.29503, -0.74029], [2.85729, 0.12186, 0.61211], [2.59846, -1.55844, 0.89873], [1.37144, -0.43843, 1.56821], [0.63257, -1.71405, -0.43946], [1.82662, -0.86224, -1.40563], [-0.18033, 0.47440, 0.03136], [-2.64810, -3.87369, -0.57768], [-3.52662, -4.26059, -1.77100], [-4.19175, -5.45068, -1.45767], [-2.05747, -3.05251, -0.89987], [-2.08501, -4.78303, -0.38488], [-3.30429, -3.53836, 0.20589], [-2.95762, -4.36676, -2.69057], [-4.28917, -3.47275, -1.95643], [-4.62050, -5.80600, -2.23916]],
  "atomic_forces_ev_per_a": [[1.045, -0.949, 0.524], [-0.485, 0.969, -0.128], [-0.384, 0.270, 0.138], [0.438, 0.738, 0.126], [1.584, -0.426, 0.856], [-0.419, 0.832, -1.420], [-0.880, -0.230, -0.128], [0.132, 0.034, 0.008], [0.117, 0.318, -0.310], [0.123, -0.872, 0.474], [0.034, 0.197, -0.480], [-0.007, 0.006, -0.048], [-0.588, 0.345, -0.235], [-0.825, 0.107, -0.065], [-0.142, -0.345, -0.345], [0.222, -0.169, 0.929], [0.038, -0.888, 0.195], [-0.462, -0.625, -0.418], [-0.238, -0.879, 0.867], [0.239, 0.110, -0.137], [-0.447, 0.728, -0.668], [-0.461, -0.413, 0.743], [0.492, 0.182, -1.276], [0.254, 0.321, 0.026], [-0.144, 0.096, -0.108], [0.100, 0.372, 0.345], [0.040, -0.339, -0.083], [0.009, -0.099, -0.215], [0.258, 0.099, 0.007], [0.231, 0.470, -0.314], [0.464, 0.218, -0.221], [-0.286, -0.111, -0.119], [0.265, -0.344, 0.660], [-0.207, 0.250, 0.785], [0.975, 0.306, -0.115], [0.344, -1.017, -0.436], [0.039, 0.636, 0.214], [-0.176, 0.000, 0.294], [-0.224, -0.260, -0.174], [-0.197, -0.183, 0.076], [-0.406, 0.585, -0.157], [-0.312, 0.014, 0.297], [-0.009, -0.169, -0.024], [0.244, -0.998, -0.619], [1.807, 0.081, 0.434], [-0.729, 0.785, -1.167], [0.103, 0.395, 0.377], [-0.136, 0.202, 0.203], [-0.469, 0.106, -0.141], [-0.689, -0.192, 0.558], [-0.850, -0.299, -0.047], [0.689, -0.078, 0.402], [-0.518, 0.123, 0.422], [0.716, 0.243, -0.152], [0.029, -0.727, 0.031], [0.339, 0.187, -0.020], [-0.042, -0.331, 0.189], [-0.092, 0.114, 0.128], [-0.055, 0.301, -0.526], [-0.059, 0.191, 0.093], [-0.319, -0.090, -0.141], [0.326, -0.982, -0.183], [0.742, 0.499, -0.446], [-0.476, -0.097, -0.152], [-0.589, 0.130, 0.455], [-0.126, 0.227, -0.310], [-0.036, 0.479, 0.040], [0.492, -0.265, 0.503], [-0.458, 0.124, -0.084], [0.219, -0.074, 0.263], [-0.604, -0.823, -1.710], [1.477, 0.244, -0.036], [-0.580, 0.673, -0.211], [-0.295, 0.548, 0.277], [0.045, -0.317, 0.467], [0.347, 0.273, 0.575], [-0.292, -0.435, 0.139], [-0.005, -0.190, 0.294], [-0.336, 0.062, 0.152], [-1.186, -0.969, -1.433], [-0.576, 1.203, 0.010], [-0.257, -0.933, 0.344], [0.922, 0.687, -0.031], [0.331, 0.272, 0.604], [0.053, -0.152, 0.660], [0.360, -0.033, -0.136], [0.423, -0.103, 0.028], [-0.034, 0.052, -0.041]],
  "lumo_ev": 0.56,
  "smiles": "COC[C@H](C)N.COC[C@H](C)N.CCO.CCO.CCO.CCO.CCO.CCO",
  "e_above_lowest_ev": 0.572,
  "homo_ha": -0.3425
}


{
  "formula": "C39H41ClN4O6PSSiTi",
  "method": "the ωB97M-V functional and the def2-TZVPD basis",
  "species": ["Ti", "O", "S", "O", "O", "O", "O", "C", "C", "C", "C", "C", "C", "C", "C", "N", "H", "H", "H", "H", "H", "H", "H", "H", "H", "H", "H", "Cl", "C", "C", "C", "C", "C", "C", "P", "C", "C", "C", "C", "C", "C", "C", "C", "C", "C", "C", "C", "H", "H", "H", "H", "H", "H", "H", "H", "H", "H", "H", "H", "H", "H", "N", "C", "C", "C", "C", "C", "C", "C", "N", "C", "C", "N", "C", "H", "H", "H", "H", "H", "H", "H", "C", "Si", "C", "C", "O", "H", "H", "H", "H", "H", "H", "H", "H", "H"],
  "xyz": [[-0.47614, 0.32438, -0.44282], [-2.21555, -2.71277, -0.87804], [-1.23511, -2.05628, -0.07632], [-0.68395, -2.73485, 1.05029], [-0.12076, -1.44729, -0.95641], [-1.78396, -0.67832, 0.41533], [0.33155, 0.41860, 1.42557], [0.72550, 1.32319, 2.49130], [-0.44856, 1.96066, 3.22460], [-1.41146, 0.93075, 3.87069], [-2.81435, 0.83294, 3.29420], [-3.87477, 0.52154, 4.14322], [-5.15085, 0.40254, 3.62618], [-5.33408, 0.57693, 2.26337], [-4.22835, 0.88243, 1.49718], [-2.99502, 1.02500, 1.99186], [-0.29237, -0.22388, 1.80572], [1.34493, 2.06922, 2.00101], [1.33145, 0.75637, 3.19494], [-0.99943, 2.59307, 2.53149], [-0.02172, 2.58859, 4.00658], [-1.52123, 1.15380, 4.92896], [-0.97568, -0.07571, 3.82610], [-3.69469, 0.38238, 5.20242], [-5.98792, 0.17575, 4.27434], [-6.31531, 0.50768, 1.81162], [-4.32434, 1.03906, 0.42882], [2.67670, -2.05944, 0.87798], [3.81944, -1.57238, -0.30452], [5.04656, -2.22386, -0.24153], [6.05175, -1.91358, -1.13086], [5.83683, -0.93878, -2.08843], [4.61768, -0.29569, -2.14859], [3.56261, -0.58805, -1.27506], [2.02928, 0.48189, -1.53989], [2.87962, 2.08064, -1.28820], [2.71065, 3.18152, -2.12121], [3.36576, 4.37679, -1.84912], [4.18693, 4.48362, -0.73687], [4.35229, 3.39296, 0.10838], [3.69534, 2.20300, -0.15975], [1.85498, 0.25038, -3.36350], [0.94910, -0.72302, -3.79689], [0.80677, -1.01499, -5.14540], [1.56695, -0.34208, -6.08796], [2.47054, 0.62618, -5.67223], [2.61522, 0.92008, -4.32498], [5.19916, -2.97567, 0.52245], [7.00202, -2.43004, -1.07455], [6.61776, -0.67839, -2.79150], [4.48015, 0.46354, -2.90156], [2.07998, 3.10502, -2.99368], [3.23898, 5.22288, -2.51478], [4.69398, 5.41709, -0.52479], [4.99421, 3.47358, 0.97700], [3.82490, 1.35323, 0.50309], [0.37485, -1.27891, -3.07625], [0.10479, -1.77928, -5.45682], [1.46817, -0.57438, -7.14144], [3.07799, 1.15092, -6.39990], [3.32709, 1.68296, -4.04283], [-10.15318, -0.76320, -4.70038], [-9.03781, -0.60404, -4.46889], [-7.63814, -0.40526, -4.19108], [-7.02231, -1.08743, -3.14675], [-5.68298, -0.88181, -2.87434], [-4.95075, 0.01331, -3.64367], [-5.55333, 0.67516, -4.70382], [-6.89288, 0.46599, -4.97935], [-3.58291, 0.28866, -3.31180], [-2.71229, 1.13423, -3.98425], [-1.58651, 1.19457, -3.24320], [-1.73992, 0.39408, -2.11955], [-2.95721, -0.12326, -2.19614], [-7.59826, -1.77619, -2.54366], [-5.22447, -1.43439, -2.06486], [-4.99711, 1.36633, -5.32086], [-7.36636, 0.98735, -5.79968], [-2.94371, 1.60682, -4.92120], [-0.67397, 1.73196, -3.42659], [-3.35960, -0.83128, -1.49859], [-2.13825, 4.41753, -0.02107], [-0.51926, 3.72349, -0.64072], [0.80846, 4.43050, 0.46803], [-0.43485, 4.37494, -2.39842], [-0.37446, 2.05887, -0.63088], [-2.03257, 5.50924, -0.02294], [-2.39397, 4.10921, 0.99094], [-2.97979, 4.17234, -0.67535], [1.03686, 5.46135, 0.17935], [1.73740, 3.86221, 0.41986], [0.47114, 4.45506, 1.50867], [-0.20130, 5.44463, -2.37358], [-1.40720, 4.26037, -2.88668], [0.31587, 3.89472, -3.02443]],
  "atomic_forces_ev_per_a": [[0.968, 1.751, -0.682], [-0.009, 0.092, -0.027], [-0.278, -1.665, 0.338], [0.049, 0.042, -0.085], [0.507, -1.396, -0.041], [-0.526, -0.349, 0.071], [-0.485, -0.369, 0.714], [0.098, 0.500, 0.090], [-0.286, -0.552, -0.321], [0.002, 0.116, -0.201], [-0.019, 0.161, 0.045], [-0.027, -0.035, 0.130], [0.050, -0.074, 0.072], [-0.111, 0.061, -0.032], [0.259, 0.141, 0.021], [0.045, 0.277, 0.085], [0.200, -0.232, 0.368], [0.051, 0.062, 0.035], [0.134, -0.175, -0.102], [-0.077, 0.115, -0.021], [0.042, 0.085, -0.068], [0.093, -0.054, 0.094], [0.039, -0.021, 0.076], [-0.010, 0.009, -0.035], [0.026, 0.004, -0.015], [0.054, -0.039, 0.005], [-0.032, 0.021, -0.071], [-0.683, 0.152, 0.216], [0.016, 0.401, -0.510], [0.028, -0.055, 0.064], [0.154, -0.093, 0.028], [0.050, 0.090, -0.148], [-0.120, -0.018, 0.038], [-0.074, -0.300, 0.293], [1.140, -0.562, -0.340], [-0.219, 0.104, 0.098], [0.066, -0.028, 0.082], [0.027, 0.010, -0.027], [0.012, 0.028, -0.049], [-0.032, 0.023, 0.026], [-0.026, -0.052, -0.006], [-0.263, 0.059, 0.064], [0.189, 0.055, 0.020], [-0.010, -0.042, -0.018], [0.031, 0.025, -0.023], [0.030, 0.004, -0.033], [-0.083, 0.131, -0.058], [-0.047, 0.035, -0.043], [-0.045, 0.019, 0.012], [-0.037, 0.009, 0.018], [0.065, 0.013, 0.010], [0.057, 0.019, 0.001], [-0.014, -0.040, 0.039], [0.003, -0.054, -0.023], [-0.036, -0.022, -0.020], [0.069, 0.038, -0.027], [-0.115, -0.083, 0.068], [0.033, 0.020, 0.034], [-0.017, 0.013, 0.050], [-0.035, -0.009, 0.035], [-0.013, -0.018, 0.005], [0.250, 0.047, 0.071], [-0.138, -0.061, -0.041], [-0.039, 0.012, -0.102], [-0.060, -0.020, 0.037], [0.062, -0.089, 0.070], [0.001, 0.030, 0.013], [0.074, 0.076, -0.052], [-0.018, -0.021, 0.040], [-0.128, 0.086, -0.007], [-0.026, -0.033, -0.059], [0.036, -0.163, 0.305], [-0.792, 0.276, -0.542], [0.360, 0.026, -0.255], [0.030, -0.004, -0.014], [-0.039, 0.018, -0.038], [-0.016, -0.001, 0.034], [0.017, -0.005, 0.005], [-0.049, -0.053, 0.048], [-0.023, 0.029, -0.049], [-0.078, 0.058, 0.120], [-0.138, -0.385, -0.025], [-0.004, 1.061, -0.067], [0.052, -0.110, 0.001], [0.105, -0.178, -0.062], [-0.160, 1.238, 0.064], [0.035, -0.110, -0.008], [-0.034, -0.032, 0.102], [0.035, -0.012, 0.053], [-0.057, -0.079, 0.005], [-0.009, 0.062, 0.026], [-0.013, -0.024, -0.040], [-0.045, -0.075, 0.032], [0.054, 0.019, 0.038], [-0.101, 0.066, -0.025]],
  "lumo_ev": -3.63,
  "total_charge": 1,
  "e_above_lowest_ev": 2.673,
  "homo_ha": -0.4213
}


{
  "formula": "C5H6O",
  "method": "the ωB97M-V functional and the def2-TZVPD basis",
  "species": ["O", "C", "C", "C", "C", "C", "H", "H", "H", "H", "H", "H"],
  "xyz": [[-1.08111, 2.25900, -0.15356], [-0.73642, 1.05265, -0.12813], [-1.72198, 0.73304, -1.04635], [0.06728, -1.15985, 0.62024], [1.20132, -0.54260, -0.11540], [0.24978, 0.33933, 0.67554], [-0.79824, -1.49001, 0.04869], [-1.42019, 0.84004, -2.09267], [0.26717, -1.73151, 1.51954], [1.16192, -0.47598, -1.19913], [2.19973, -0.65273, 0.29591], [0.61076, 0.82862, 1.57532]],
  "atomic_forces_ev_per_a": [[0.061, -0.153, 0.022], [-0.014, -0.031, -0.045], [0.077, 0.108, -0.014], [-0.066, -0.195, 0.051], [0.146, -0.083, -0.123], [-0.125, 0.190, 0.042], [0.203, 0.009, 0.122], [-0.008, 0.091, 0.077], [0.016, 0.127, -0.110], [-0.035, -0.041, 0.204], [-0.171, 0.052, -0.051], [-0.083, -0.075, -0.173]],
  "lumo_ev": 0.43,
  "e_above_lowest_ev": 4.305,
  "homo_ha": -0.3301
}